Entry 1:
Density functional theory data (ωB97M-V/def2-TZVPD) for a 2-piece molecular cluster, C2H5BrN4O2 overall in a non-equilibrium geometry.

The geometry in ORCA input format:
```
! wB97M-V def2-TZVPD RIJCOSX def2/J DEFGRID3
* xyz 0 1
C 1.3997 -1.5035 -0.2174
C -1.5069 1.5443 -0.0544
N 1.0353 -1.8296 1.0315
N -0.3855 2.2852 -0.0336
N 0.8501 -0.4222 -0.7751
N -1.2491 0.2222 0.3049
O 2.3055 -2.0338 -0.8647
O -2.6329 1.9540 -0.2342
Br -2.4266 -0.9991 -0.1875
H 0.2706 -1.3370 1.4622
H 1.4868 -2.5924 1.5031
H 0.5026 1.8195 0.0553
H -0.4441 3.2723 -0.2091
H 0.7945 -0.3798 -1.7810
*
```

* total energy: -82250.009 eV
* M: 196.99 u
* HOMO level (alpha / beta): -10.01 / -9.92 eV

Entry 2:
Density functional theory data (ωB97M-V/def2-TZVPD) for a 10-piece molecular cluster, C37H74Cl18N3 overall in a non-equilibrium geometry.

The geometry in ORCA input format:
```
! wB97M-V def2-TZVPD RIJCOSX def2/J DEFGRID3
* xyz 1 1
C 6.7155 0.7063 1.6529
C 6.2499 0.7624 0.3811
C 4.8977 0.1303 -0.1036
C 5.0911 -1.3820 0.0251
C 3.8106 -2.2063 0.1979
C 2.6913 -1.8739 -0.7820
C 1.4769 -2.7937 -0.5327
C 0.1245 -2.1007 -0.7628
C -0.7184 -2.0227 0.5123
C -2.1429 -1.4734 0.3159
C -2.2750 -0.4356 -0.8073
C -3.6081 0.3386 -0.7534
C -3.4015 1.8238 -0.4557
C -2.8640 2.1037 0.9646
C -1.5937 2.9538 0.9649
C -1.8367 4.3408 0.3339
C -1.0279 4.5797 -0.9479
C 3.8580 0.8832 0.7222
N 3.8260 2.1923 -0.0340
C 4.2010 1.9292 -1.3302
N 4.0492 2.7772 -2.3299
N 4.7339 0.7044 -1.4459
H 6.9089 1.6023 2.2346
H 6.8603 -0.2434 2.1628
H 6.8464 1.2536 -0.3899
H 5.7820 -1.6062 0.8334
H 5.5798 -1.7282 -0.8912
H 3.4465 -2.1885 1.2259
H 4.0751 -3.2506 0.0092
H 3.0122 -2.0115 -1.8210
H 2.3237 -0.8514 -0.6815
H 1.5292 -3.1769 0.4897
H 1.5380 -3.6616 -1.1819
H -0.4598 -2.6320 -1.5162
H 0.2992 -1.0822 -1.1111
H -0.1982 -1.3596 1.2169
H -0.7617 -2.9946 1.0076
H -2.8192 -2.3120 0.1315
H -2.4712 -0.9892 1.2362
H -1.4482 0.2721 -0.6817
H -2.1228 -0.9208 -1.7707
H -4.2787 -0.1237 -0.0275
H -4.0726 0.2577 -1.7389
H -4.3627 2.3236 -0.5646
H -2.7127 2.2283 -1.1990
H -3.6151 2.6551 1.5329
H -2.6853 1.1700 1.4999
H -1.3037 3.0982 2.0107
H -0.7575 2.4568 0.4661
H -1.5873 5.1354 1.0334
H -2.8993 4.4559 0.1109
H -1.4921 5.3604 -1.5530
H -0.9626 3.6825 -1.5629
H -0.0221 4.9337 -0.7155
H 2.8213 0.5578 0.6705
H 4.0750 1.1114 1.7581
H 4.4550 2.8903 0.3627
H 3.8579 2.4337 -3.2655
H 4.1268 3.7735 -2.2085
H 4.4504 0.1040 -2.2117
Cl -5.3041 3.7987 -2.8239
C -6.6482 4.9239 -2.4916
C -6.3959 5.7377 -1.2484
Cl -6.4354 4.7415 0.2318
H -7.5594 4.3388 -2.4151
H -6.7356 5.5851 -3.3518
H -7.1704 6.4957 -1.1463
H -5.4276 6.2306 -1.2885
Cl 0.4842 -6.0911 -0.9857
C -0.1800 -6.5598 -2.5764
C 0.7123 -6.1237 -3.7096
Cl 0.7413 -4.3454 -3.8937
H -1.1735 -6.1266 -2.6599
H -0.2718 -7.6440 -2.5782
H 0.3394 -6.5348 -4.6459
H 1.7349 -6.4608 -3.5634
Cl 3.2338 2.1646 -5.5718
C 4.2020 0.6730 -5.3609
C 4.1539 -0.2108 -6.5810
Cl 2.5388 -0.9129 -6.8167
H 3.8178 0.1442 -4.4890
H 5.2295 0.9823 -5.1687
H 4.8523 -1.0370 -6.4588
H 4.4202 0.3421 -7.4781
Cl 4.4900 -0.2776 3.7127
C 3.1561 -0.6572 4.8444
C 2.2300 0.5138 5.0326
Cl 3.0042 1.8540 5.9139
H 3.6005 -0.9829 5.7800
H 2.6086 -1.4944 4.4162
H 1.3696 0.2036 5.6188
H 1.8762 0.9015 4.0803
Cl -0.9145 1.5211 5.5128
C -2.0323 2.8765 5.1849
C -3.4551 2.5557 5.5504
Cl -4.1582 1.3146 4.4783
H -1.9440 3.1254 4.1316
H -1.6839 3.7240 5.7725
H -4.0601 3.4553 5.4442
H -3.5340 2.1946 6.5728
Cl 2.3506 -8.5245 -1.5763
C 3.7292 -9.5270 -2.1027
C 4.8489 -8.6831 -2.6537
Cl 4.4056 -7.9083 -4.1991
H 3.3670 -10.2388 -2.8399
H 4.0796 -10.0774 -1.2314
H 5.7189 -9.3078 -2.8472
H 5.1305 -7.8972 -1.9578
Cl -2.6176 5.8421 3.2994
C -3.8947 7.0558 3.5865
C -4.2545 7.1795 5.0431
Cl -5.0964 5.7361 5.6683
H -4.7554 6.7794 2.9823
H -3.5085 8.0082 3.2278
H -4.9328 8.0199 5.1785
H -3.3728 7.3423 5.6574
Cl -9.1049 3.0361 -4.3651
C -8.1914 1.5160 -4.1606
C -8.2670 0.6407 -5.3845
Cl -9.9015 -0.0200 -5.6399
H -8.5841 1.0078 -3.2837
H -7.1553 1.7921 -3.9691
H -7.5947 -0.2073 -5.2653
H -7.9842 1.1878 -6.2801
Cl 2.2021 -3.7667 6.3895
C 1.7309 -4.7541 4.9813
C 2.9201 -5.3742 4.2948
Cl 3.9425 -4.1617 3.4717
H 1.1655 -4.1208 4.3015
H 1.0749 -5.5399 5.3509
H 2.5761 -6.0678 3.5295
H 3.5492 -5.9142 4.9972
*
```

* total energy: -269437.915 eV
* M: 1199.17 u
* HOMO level: -11.20 eV

Entry 3:
Density functional theory data (ωB97M-V/def2-TZVPD) for a 2-piece molecular cluster, CH2ClNO2S2 overall in a non-equilibrium geometry.

The geometry in ORCA input format:
```
! wB97M-V def2-TZVPD RIJCOSX def2/J DEFGRID3
* xyz 0 1
C -1.5544 -0.2866 -0.0351
N 0.4770 -0.8443 -0.6648
O 1.0055 1.5830 -0.2905
O 0.0780 0.2907 1.4619
S -1.9982 -1.4268 0.9162
S 0.8744 0.2880 0.2819
Cl -1.7687 1.0768 -0.8113
H 0.6950 -0.4351 -1.5545
H 2.1913 -0.2458 0.6960
*
```

* total energy: -40842.402 eV
* M: 159.62 u
* HOMO level: -9.86 eV

Entry 4:
Density functional theory data (ωB97M-V/def2-TZVPD) for C23H32InN6O5S4 as an isolated structure in a non-equilibrium geometry.

The geometry in ORCA input format:
```
! wB97M-V def2-TZVPD RIJCOSX def2/J DEFGRID3
* xyz -1 1
In 1.0276 -0.0700 -0.2435
C -1.3316 2.5332 1.7283
C -0.1899 1.6747 2.2809
N -0.1280 0.2860 1.7851
C -1.2594 -0.5892 2.1520
C -2.5427 -0.3993 1.3334
N -2.2794 -0.1847 -0.0623
C -3.0941 0.7835 -0.7521
C -2.8544 2.2221 -0.2119
N -1.5254 2.4423 0.3052
H -2.2615 2.2380 2.2193
H -1.1306 3.5603 2.0605
H 0.7655 2.1254 2.0219
H -0.2752 1.6660 3.3751
H 0.7001 -0.1387 2.2021
H -0.9140 -1.6105 2.0304
H -1.4963 -0.4444 3.2137
H -3.1868 -1.2678 1.5313
H -3.0824 0.4680 1.7116
H -2.0890 -1.0209 -0.5906
H -2.8169 0.7368 -1.8044
H -4.1750 0.5771 -0.6734
H -3.0718 2.9323 -1.0130
H -3.5876 2.4187 0.5800
H -0.9613 3.0865 -0.2228
O 1.1633 4.1905 -0.7387
C 1.1072 3.0411 -1.2020
O 1.4382 2.0254 -0.5036
C 0.6970 2.8588 -2.6427
C 0.8523 3.9902 -3.4518
C 0.5625 3.9755 -4.8000
C 0.0908 2.7953 -5.3674
C -0.0822 1.6729 -4.5853
C 0.2133 1.6653 -3.2094
S -0.1766 0.1414 -2.4107
H 1.2157 4.8896 -2.9732
H 0.7029 4.8640 -5.4033
H -0.1338 2.7477 -6.4270
H -0.4499 0.7548 -5.0272
C -2.5745 -7.5763 2.4954
C -1.7826 -6.3843 2.0231
C -2.0523 -5.7827 0.7973
C -1.2910 -4.7173 0.3383
C -0.2452 -4.2415 1.1193
C 0.0337 -4.8219 2.3474
C -0.7365 -5.8829 2.7929
S 0.8438 -3.0106 0.4643
O 1.8687 -3.7319 -0.2381
O 1.3292 -2.1733 1.5661
O -0.0370 -2.1675 -0.3986
H -3.4612 -7.7296 1.8806
H -2.8932 -7.4562 3.5324
H -1.9701 -8.4850 2.4432
H -2.8655 -6.1582 0.1865
H -1.4992 -4.2504 -0.6159
H 0.8475 -4.4352 2.9487
H -0.5175 -6.3362 3.7538
C 4.4714 3.2856 -0.8628
N 4.2779 2.1916 0.0756
C 3.4586 2.2443 1.1128
N 2.9650 3.4686 1.4469
S 3.0928 0.8422 2.0079
H 4.9163 2.8779 -1.7648
H 5.1217 4.0509 -0.4344
H 3.5189 3.7394 -1.1451
H 4.5063 1.2548 -0.2286
H 2.6228 4.0148 0.6598
H 2.2683 3.3967 2.1725
S 3.2172 -0.9779 -1.2095
C 3.4419 0.2480 -2.3491
N 3.6832 1.0664 -3.1325
*
```

* total energy: -92069.086 eV
* M: 715.63 u
* HOMO level: -4.66 eV

Entry 5:
Density functional theory data (ωB97M-V/def2-TZVPD) for an isolated ion of composition C19H35IN3O4 and charge +1 in a non-equilibrium geometry.

The geometry in ORCA input format:
```
! wB97M-V def2-TZVPD RIJCOSX def2/J DEFGRID3
* xyz 1 1
C 6.0606 -2.1661 0.2779
O 5.7312 -0.7144 0.3948
C 4.2872 -0.5098 0.1671
C 3.6720 0.8111 0.9682
C 3.7632 2.2039 0.1091
C 2.3231 2.8335 -0.3559
C 1.1816 2.9049 0.8193
C -0.1141 3.7914 0.3148
C -1.3503 2.9055 -0.2979
C -2.1041 1.9422 0.8429
C -2.3319 0.4823 0.0602
N -3.5914 0.0793 -0.7302
C -4.7898 1.0186 -0.8709
C -5.8371 0.8768 0.3984
O -6.1914 2.2312 0.9404
N -3.4793 -1.1813 -1.2972
C -2.0914 -1.6181 -0.8737
C -1.6544 -3.1029 -1.4583
C -1.1959 -2.8268 -3.0425
C 0.1833 -3.6038 -3.4668
I -2.9135 -3.1902 -4.3469
N -1.3246 -0.6456 -0.0017
C 0.0556 -0.8196 0.5976
C 0.0800 -0.6620 2.2547
C 0.0778 -2.1168 3.0420
O 0.9246 -2.2656 4.0901
O -0.8561 -3.1834 2.6281
H 7.1282 -2.3006 -0.2401
H 6.0563 -2.7041 1.3429
H 5.2950 -2.7554 -0.4045
H 3.7395 -1.4547 0.6482
H 3.9846 -0.4189 -0.9592
H 2.5762 0.5271 1.2636
H 4.3018 0.8761 1.9773
H 4.4264 1.9749 -0.8561
H 4.3060 2.9926 0.7842
H 1.8473 2.3085 -1.3091
H 2.5464 3.9523 -0.7079
H 1.6343 3.4964 1.7485
H 0.8194 1.8467 1.2017
H -0.5672 4.4285 1.2125
H 0.2776 4.4783 -0.5707
H -0.8861 2.1820 -1.1269
H -2.1316 3.5776 -0.8949
H -3.1599 2.3953 1.0755
H -1.4256 1.8527 1.7918
H -5.3051 0.8432 -1.9212
H -4.3230 2.1155 -0.9192
H -5.3268 0.3130 1.3187
H -6.8307 0.2848 0.1052
H -5.8255 2.2626 1.8873
H -2.5936 -3.8308 -1.4354
H -0.8073 -3.5908 -0.8149
H -0.9556 -1.6602 -3.1172
H 1.0444 -3.3494 -2.6947
H 0.5395 -3.1140 -4.4953
H 0.0365 -4.7493 -3.6570
H 0.4227 -1.9348 0.3798
H 0.8769 -0.1324 0.0680
H -0.8743 -0.0793 2.6565
H 1.0099 -0.0735 2.6542
H -0.3715 -4.0344 2.8447
*
```

* total energy: -41012.719 eV
* M: 496.41 u
* HOMO level: -12.01 eV
* SMILES string: COCCCCCCCCc1n(CCO)nc(C[C@@H](C)I)[n+]1CCC(=O)O

Entry 6:
Density functional theory data (ωB97M-V/def2-TZVPD) for one molecule with the formula C5H7NO in a non-equilibrium geometry.

The geometry in ORCA input format:
```
! wB97M-V def2-TZVPD RIJCOSX def2/J DEFGRID3
* xyz 0 1
C 1.4482 -1.5851 0.0910
N 0.0157 -1.7144 0.2267
C -0.7262 -0.7457 -0.0925
C -0.5646 0.7075 -0.4362
C -1.9148 1.0489 0.2097
C -2.2591 -0.4869 0.0311
O -3.3338 -1.0575 -0.0168
H 1.8538 -2.2442 -0.6134
H 1.9260 -1.8686 0.9904
H 1.6398 -0.6195 -0.2517
H 0.3239 1.1020 -0.0501
H -0.6189 0.8459 -1.4349
H -2.5349 1.7721 -0.3702
H -1.9150 1.3789 1.1696
*
```

* total energy: -8833.736 eV
* M: 97.12 u
* HOMO level: -9.40 eV
* SMILES string: C/N=C1\CCC1=O